The following is a DFT calculation (ωB97M-V/def2-TZVPD) of C3H4LiO3 as an isolated structure.

Structure (XYZ):
```
11
C3H4LiO3, DFT ωB97M-V/def2-TZVPD
C 2.14 -0.15 -0.58
O 2.84 0.83 -0.38
O -0.77 1.48 -0.04
O 1.16 -0.22 0.56
C -1.03 0.29 -0.20
C -0.07 -0.78 0.23
H -1.70 0.00 -1.04
H 0.03 -1.51 -0.60
H -0.49 -1.33 1.09
Li 1.20 1.80 0.69
H -3.31 -0.41 0.28
```

Calculated values
net charge = -1
ΔE to the lowest compared entry with this formula, charge and spin = 297.91 kJ/mol
max |F| = 2.7 eV/Å